Here is a structure of composition C42H50Br2HfN8O2P at a distorted geometry from the OMol25 dataset. Energies are from ωB97M-V/def2-TZVPD.

Each line ends with the natural charge from an NBO analysis.
Atoms and positions in Å:
Hf  -0.2997  0.1327  -0.3940  2.4664
C  -4.8983  -1.3409  -0.9055  -0.2507
C  -5.6802  -0.4365  -0.2025  -0.1454
C  -5.0531  0.6309  0.3898  -0.2235
C  -3.6616  0.7804  0.3165  0.3787
N  -2.8968  -0.1152  -0.3344  -0.5129
C  -3.5455  -1.1328  -0.9447  0.0456
N  -3.1827  1.9434  0.9295  -0.5067
C  -2.0068  2.2122  1.3216  0.4874
N  -0.8043  1.4870  1.2350  -0.8168
C  0.1864  2.2627  1.8586  0.4945
N  1.4111  2.0036  2.1180  -0.5264
C  1.9970  0.7608  1.9170  0.3971
C  3.0859  0.4470  2.7414  -0.2347
C  3.6354  -0.8099  2.7108  -0.1549
C  3.1157  -1.7530  1.8246  -0.2178
C  2.1038  -1.3614  1.0031  0.0627
N  1.5514  -0.1283  1.0246  -0.5915
C  -0.4068  3.5432  2.3073  -0.0296
C  0.1553  4.6061  2.9869  -0.1816
C  -0.6835  5.6666  3.3092  -0.1965
C  -2.0406  5.6395  2.9700  -0.1919
C  -2.5916  4.5520  2.3018  -0.1635
C  -1.7374  3.5160  1.9767  -0.1035
H  -5.3236  -2.1932  -1.4207  0.2297
H  -6.7568  -0.5551  -0.1402  0.2305
H  -5.5969  1.3957  0.9272  0.2397
H  -2.9490  -1.8248  -1.5110  0.1966
H  3.4300  1.2191  3.4189  0.2445
H  4.4584  -1.0686  3.3695  0.2325
H  3.5046  -2.7644  1.7630  0.2288
H  1.7009  -2.0572  0.2759  0.2136
H  1.2075  4.6040  3.2557  0.2335
H  -0.2834  6.5272  3.8367  0.2245
H  -2.6726  6.4776  3.2413  0.2245
H  -3.6480  4.5072  2.0486  0.2363
C  -1.2271  -0.7381  -3.8716  -0.6566
C  -1.0747  -1.9555  -3.0074  0.3156
C  -1.3752  -3.2218  -3.5497  -0.2771
C  -1.4901  -4.3154  -2.7467  -0.0948
C  -1.3743  -4.1729  -1.3453  -0.0639
C  -1.6642  -5.1858  -0.4042  -0.1128
Br  -2.1236  -6.9273  -0.9746  0.0896
C  -1.6602  -4.9096  0.9267  -0.2124
C  -1.3414  -3.6142  1.3776  -0.1572
Br  -1.3732  -3.2426  3.2195  0.1148
C  -0.9946  -2.6100  0.5096  0.3430
O  -0.7125  -1.3724  0.8908  -0.8430
C  -1.0135  -2.9012  -0.8742  0.0975
N  -0.7945  -1.8201  -1.7200  -0.5785
H  -1.1390  -0.9971  -4.9242  0.2245
H  -0.5137  0.0324  -3.6120  0.2561
H  -2.2293  -0.3214  -3.7033  0.2536
H  -1.5459  -3.2990  -4.6191  0.2358
H  -1.7340  -5.2866  -3.1651  0.2445
H  -1.9106  -5.6787  1.6446  0.2520
C  2.6969  -2.8310  -2.6095  -0.6114
C  3.8238  -1.7685  -2.5442  -0.3750
C  4.4642  -1.8537  -1.1463  -0.6229
C  4.9198  -2.0962  -3.5699  -0.6191
P  3.0963  -0.0639  -2.7418  1.9968
N  1.7490  0.0679  -1.8639  -1.4835
C  4.2724  1.2257  -2.1060  -0.3849
C  4.2408  1.2390  -0.5636  -0.6127
C  5.7188  1.0273  -2.5883  -0.6211
C  3.7629  2.6072  -2.5803  -0.6181
C  2.7925  0.2542  -4.5594  -0.4038
C  2.1556  -1.0289  -5.1411  -0.6094
C  1.7827  1.4191  -4.6976  -0.6136
C  4.0443  0.5794  -5.3893  -0.6153
H  3.0414  -3.7321  -2.0906  0.2198
H  2.4610  -3.1174  -3.6356  0.2190
H  1.7783  -2.4980  -2.1271  0.2198
H  4.6857  -2.9063  -0.9425  0.2188
H  3.8050  -1.4948  -0.3622  0.2312
H  5.4052  -1.3076  -1.0858  0.2114
H  5.3706  -3.0516  -3.2776  0.2276
H  5.7207  -1.3513  -3.5798  0.2208
H  4.5472  -2.2160  -4.5842  0.2122
H  4.7749  0.3988  -0.1194  0.2195
H  3.2221  1.2433  -0.1719  0.2232
H  4.7312  2.1589  -0.2211  0.2201
H  6.1762  0.1180  -2.1942  0.2128
H  6.3141  1.8730  -2.2192  0.2264
H  5.8102  1.0152  -3.6760  0.2213
H  2.6831  2.7347  -2.4529  0.2172
H  4.0126  2.8069  -3.6220  0.2131
H  4.2532  3.3750  -1.9731  0.2268
H  1.4323  -1.4852  -4.4709  0.2158
H  2.9048  -1.7794  -5.3903  0.2130
H  1.6371  -0.7707  -6.0711  0.2223
H  1.0337  1.4263  -3.9011  0.2209
H  1.2488  1.3139  -5.6509  0.2210
H  2.2795  2.3897  -4.7085  0.2190
H  4.8239  -0.1800  -5.3011  0.2202
H  4.4738  1.5518  -5.1417  0.2125
H  3.7476  0.6203  -6.4462  0.2261
C  -1.2690  3.6433  -2.3583  -0.7116
C  -0.6171  2.4670  -1.7024  0.6574
N  0.4501  2.4921  -0.9775  -0.8457
O  -1.1664  1.2751  -1.8626  -0.8403
H  -0.5448  4.1612  -2.9921  0.2395
H  -1.6187  4.3452  -1.5949  0.2525
H  -2.1177  3.3209  -2.9585  0.2473
H  0.8312  3.4093  -0.8333  0.3915
H  1.6777  1.0694  -1.6337  0.4218

As for the net charge: +1.

Here is a structure of composition C42H50CrNO4PSSiTe at a distorted geometry from the OMol25 dataset. Energies are from ωB97M-V/def2-TZVPD.

Each line ends with the Löwdin charge.
Atoms and positions in Å:
Cr  0.4848  -1.4721  -2.7691  0.5512
O  -2.9025  -2.9562  -3.6369  -0.3157
S  -2.4319  -1.5990  -3.4711  0.4824
O  -3.4659  -0.5997  -3.2913  -0.3224
O  -1.4113  -1.5128  -2.3640  -0.4589
C  -1.4785  -1.1633  -4.9049  -0.3197
C  -2.1514  -1.0720  -6.1138  -0.0755
C  -1.4458  -0.7057  -7.2473  -0.1012
C  -0.0813  -0.4660  -7.1368  -0.1103
C  0.5657  -0.6010  -5.9162  -0.1771
C  -0.1080  -0.9486  -4.7319  -0.1936
P  2.2718  1.1558  -3.7124  1.1470
C  2.4458  -0.3321  -2.6581  -0.5405
C  2.7208  -1.5882  -3.2979  -0.2000
C  3.5523  -2.5203  -2.6600  -0.0719
C  4.0302  -2.3064  -1.3886  -0.0775
C  3.6897  -1.1280  -0.7148  -0.0858
C  2.9158  -0.1755  -1.3243  -0.0984
C  1.9300  2.5718  -2.6519  -0.3832
C  2.6111  3.7174  -2.9432  -0.1264
C  2.3610  4.9854  -2.2997  -0.0822
C  1.4410  5.1573  -1.3452  -0.0083
C  0.6681  3.9983  -0.8282  -0.2423
C  0.8401  2.7279  -1.6750  -0.3058
H  -3.2129  -1.2870  -6.1414  0.1133
H  -1.9482  -0.6087  -8.2014  0.0925
H  0.4847  -0.1634  -8.0115  0.0909
H  1.6338  -0.4068  -5.8947  0.0390
H  2.6225  -1.6698  -4.3753  0.0978
H  3.8543  -3.4046  -3.2078  0.1122
H  4.6788  -3.0313  -0.9154  0.1078
H  4.0521  -0.9629  0.2918  0.1068
H  2.7114  0.7553  -0.8095  0.1014
H  3.3943  3.6789  -3.6909  0.0827
H  2.9782  5.8272  -2.5931  0.0993
H  1.2853  6.1113  -0.8569  0.1089
H  0.8495  3.8698  0.2428  0.0858
H  -0.1400  0.8752  -1.4931  0.0884
C  -1.5340  2.5831  -3.0425  0.0525
C  -0.6396  2.8271  -1.8796  -0.4286
O  -0.7579  4.0090  -1.0899  0.0032
N  -0.0823  1.7823  -1.0456  0.0765
Te  0.1159  1.5713  1.8072  1.5461
C  0.8407  1.7699  3.8482  -0.3939
C  2.0523  1.1921  4.2434  -0.3232
C  2.8567  0.2649  3.3644  -0.0946
C  2.5599  1.4467  5.5176  -0.0299
C  1.9039  2.2708  6.4146  -0.2783
C  2.4808  2.5651  7.7734  -0.0588
C  0.6991  2.8386  6.0155  -0.0262
C  0.1630  2.6014  4.7573  -0.3011
C  -1.1451  3.2524  4.3948  -0.0771
C  -1.6984  0.5715  2.2998  -0.3920
C  -2.9034  1.0209  1.7471  -0.3022
C  -2.9855  2.1733  0.7874  -0.0718
C  -4.0800  0.3365  2.0397  -0.0168
C  -4.0933  -0.7753  2.8647  -0.2707
C  -5.3609  -1.5495  3.0995  -0.0541
C  -2.8888  -1.2060  3.4026  -0.0206
C  -1.6868  -0.5723  3.1126  -0.2914
C  -0.4187  -1.1764  3.6452  -0.0646
H  -1.8968  3.5411  -3.4135  0.0915
H  -2.3857  1.9562  -2.7736  0.0807
H  -0.9739  2.0761  -3.8317  0.0891
H  2.3877  0.1332  2.3920  -0.0073
H  2.9520  -0.7119  3.8432  0.0849
H  3.8625  0.6647  3.2152  0.0801
H  3.4953  0.9784  5.8094  0.1143
H  3.3747  1.9690  7.9544  0.0689
H  1.7576  2.3475  8.5611  0.0760
H  2.7489  3.6205  7.8550  0.0777
H  0.1653  3.4833  6.7069  0.1128
H  -1.4670  3.9341  5.1825  0.0714
H  -1.9191  2.4977  4.2438  0.0747
H  -1.0467  3.8108  3.4625  0.0579
H  -2.1976  2.9069  0.9536  0.0263
H  -3.9549  2.6670  0.8597  0.0805
H  -2.8766  1.7957  -0.2332  0.0853
H  -5.0068  0.6736  1.5881  0.1177
H  -6.2361  -0.9083  2.9967  0.0718
H  -5.3695  -2.0072  4.0892  0.0720
H  -5.4430  -2.3505  2.3610  0.0850
H  -2.8810  -2.0851  4.0385  0.1136
H  -0.6057  -2.1819  4.0230  0.0779
H  0.0022  -0.5775  4.4531  0.0729
H  0.3253  -1.2405  2.8482  0.0596
C  0.9185  -5.3234  0.0866  -0.2042
Si  -0.0263  -4.1286  -1.0756  0.4372
C  0.3273  -4.7499  -2.8455  -0.1759
C  -1.8697  -4.3141  -0.7101  -0.1701
C  0.6831  -2.4247  -0.8310  -0.3053
H  0.5381  -6.3464  0.0224  0.0110
H  0.8291  -4.9994  1.1257  0.0137
H  1.9826  -5.3442  -0.1617  0.0089
H  -0.0182  -5.7756  -2.9918  0.0255
H  1.3967  -4.7212  -3.0687  0.0125
H  -0.1988  -4.1162  -3.5675  0.0147
H  -2.1456  -5.3582  -0.5400  0.0215
H  -2.4486  -3.9375  -1.5520  -0.0014
H  -2.1555  -3.7402  0.1719  0.0239
H  1.6643  -2.4535  -0.3638  -0.0269
H  0.0187  -1.8070  -0.2228  -0.0138

For the energy above the lowest of the compared OMol25 structures with the same formula, charge and spin, the calculation gives 7.9 kcal/mol. As for the multiplicity: 6. As for the net charge: -1.

Number 1: calculated total energy -211064.9732 eV. Number 2: calculated total energy -117760.4679 eV.